A structure of composition C43H49N6OP2S4Zr. Source: OMol25; level of theory: ωB97M-V/def2-TZVPD.

Each line ends with the Mulliken charge.
Geometry (Å):
Zr -1.8189 -1.3026 -0.7339  0.053
C 1.8717 -2.4676 0.2500  0.626
P 3.2026 -1.5520 -0.7479  -0.140
C 4.4255 -0.9579 0.4785  0.851
C 4.9748 0.3250 0.1886  -0.802
C 5.9398 0.7904 1.0261  -0.514
C 6.4718 -0.0241 2.0387  -0.576
C 5.9045 -1.2362 2.3260  -0.997
C 4.8221 -1.7231 1.5853  -0.167
C 4.2075 -2.8341 -1.4941  0.410
C 5.0179 -3.6702 -0.7455  -0.074
C 6.1287 -4.2773 -1.3551  -0.719
C 6.2449 -4.2811 -2.7361  -0.280
C 5.4182 -3.4962 -3.5543  -0.546
C 4.3192 -2.8245 -2.9162  -0.441
C 1.0966 -1.4854 1.0884  -0.223
C 1.4663 -1.0796 2.4060  -1.097
C 0.7979 0.1033 2.6262  -1.049
C 0.0600 0.4512 1.4659  -0.245
C -0.7460 1.7048 1.3141  -0.036
P 0.0813 3.4826 1.3124  0.019
C -1.2448 4.7364 1.5477  0.134
C -0.8385 6.0209 1.9161  -0.402
C -1.6473 7.1523 1.8947  -0.733
C -2.9964 7.0079 1.5032  -0.303
C -3.4927 5.7318 1.1895  -0.588
C -2.6341 4.6024 1.2706  0.011
C 0.9249 3.6630 2.9099  0.301
C 0.3812 3.6473 4.2182  -0.142
C 1.2020 3.5704 5.3345  -0.460
C 2.6225 3.5142 5.2388  -0.477
C 3.1871 3.6109 3.9589  -0.487
C 2.3658 3.6822 2.8295  -0.493
N 0.1294 -0.5718 0.5471  1.249
H 1.2121 -2.8649 -0.5294  -1.265
H 2.4042 -3.2360 0.8548  0.640
H 4.5601 0.8917 -0.6281  0.405
H 6.3615 1.7784 0.8196  0.415
H 7.3685 0.2724 2.5589  0.432
H 6.3770 -1.7976 3.1196  0.411
H 4.3738 -2.6400 1.8764  0.545
H 4.7642 -3.8990 0.2741  0.348
H 6.9143 -4.7643 -0.7354  0.331
H 7.1026 -4.8932 -3.1233  0.302
H 5.6664 -3.3322 -4.6197  0.340
H 3.6982 -2.2242 -3.5817  0.388
H 2.2075 -1.6255 3.0225  0.401
H 0.8385 0.6908 3.5248  0.647
H -1.2993 1.7683 0.4127  -0.028
H -1.5055 1.7419 2.1152  0.396
H 0.1982 6.2192 2.1463  0.297
H -1.1597 8.1183 2.1045  0.360
H -3.6627 7.8709 1.3770  0.346
H -4.4905 5.6719 0.6890  0.292
H -3.0962 3.6328 1.0743  0.260
H -0.7006 3.8541 4.3497  0.317
H 0.6990 3.5451 6.3224  0.331
H 3.3097 3.4650 6.1036  0.373
H 4.2384 3.7020 3.8063  0.457
H 2.7765 3.6383 1.8482  0.355
C -0.1241 -5.6229 -2.1479  -1.710
C -0.6597 -4.3419 -1.4828  0.667
S -0.3766 -2.8152 -2.2990  -0.453
C -1.2710 -4.4911 -0.2233  0.867
C -1.6295 -5.9072 0.2406  -1.501
S -1.6190 -3.1933 0.9375  -0.546
H 0.1722 -5.3617 -3.1452  0.482
H -0.8100 -6.4424 -2.1791  0.391
H 0.7897 -5.9289 -1.6282  0.318
H -0.7582 -6.5574 0.4646  0.280
H -2.2392 -6.4425 -0.5396  0.295
H -2.2813 -5.8812 1.1616  0.399
C -5.3378 0.2176 0.8552  -0.687
S -4.0990 -0.9703 1.4074  0.655
C -3.8229 -0.5615 3.1263  -1.018
O -2.8006 -0.3000 0.7561  0.351
H -6.0480 0.3288 1.6804  0.539
H -5.8548 -0.1460 -0.0192  0.259
H -4.8364 1.1739 0.6677  0.031
H -4.7060 -0.9019 3.6658  0.541
H -3.6487 0.5547 3.2934  0.267
H -2.9205 -1.0845 3.4806  0.306
N -0.1711 1.1867 -2.3029  -0.122
C 0.1738 1.7584 -3.5013  -0.209
C -0.5168 1.1041 -4.5553  -1.176
C -1.2801 0.1057 -3.8345  -0.513
N -1.1269 0.2269 -2.4727  1.256
H 0.1964 1.4872 -1.3991  -0.139
H 0.8773 2.5891 -3.5817  0.477
H -0.5489 1.5130 -5.5969  0.381
H -1.9580 -0.6125 -4.2891  0.410
C -4.3918 2.3492 -4.3467  -1.455
C -4.5312 1.6807 -2.9807  0.450
C -4.3504 0.2366 -2.9797  -0.289
N -3.7578 -0.4164 -2.0485  0.066
N -3.6363 -1.7826 -2.1768  -0.375
C -4.4855 -2.1844 -3.1310  0.418
N -4.9628 -3.4102 -3.1004  -0.365
S -5.0457 -0.8919 -4.1897  -0.168
H -4.2666 3.4545 -4.2191  0.384
H -5.2657 2.2918 -5.0092  0.368
H -3.5041 1.9639 -4.7576  0.395
H -5.5312 1.9277 -2.4921  0.334
H -3.7191 2.1434 -2.3679  -0.080
H -4.6740 -3.9436 -2.3054  0.213
H -5.6434 -3.6998 -3.7986  0.243

**Highest occupied orbital energy**: -0.2973 Eh
**Energy relative to the best compared isomer or geometry (same formula, charge and spin)**: 131.6 kJ/mol
**Energy**: -119565.9916 eV
**Frontier orbital gap**: 4.82 eV
**Total charge**: +1



A structure of composition C43H50BrInN5O2S2Si. Source: OMol25; level of theory: ωB97M-V/def2-TZVPD.

Each line ends with the Mulliken charge.
Geometry (Å):
In -0.7083 1.0163 -0.2127  2.382
S -0.2853 0.7510 2.4085  -0.483
C -0.3078 -0.9477 2.4897  -0.260
N 0.4638 -1.6198 3.3034  0.239
C 0.3386 -3.0790 3.4133  -0.343
C -1.1215 -3.3991 3.4769  -1.003
N -1.7634 -2.8781 2.2648  0.196
C -2.7587 -3.7803 1.6471  -1.573
C -2.0676 -4.9618 1.0165  0.491
C -1.3342 -4.7909 -0.1545  0.164
C -0.6382 -5.8566 -0.7008  -0.764
C -0.6765 -7.1030 -0.0889  -0.442
C -1.4138 -7.2825 1.0720  -0.707
C -2.1031 -6.2115 1.6252  -0.271
C -1.3921 -1.7389 1.7291  0.895
S -2.1580 -1.1253 0.3526  -0.394
C 1.5525 -1.0031 4.0845  -1.973
C 2.9053 -1.2473 3.4721  0.688
C 3.3822 -0.3755 2.4973  0.005
C 4.6304 -0.5765 1.9313  -0.369
C 5.4106 -1.6546 2.3317  -0.657
C 4.9387 -2.5285 3.2993  -0.718
C 3.6896 -2.3221 3.8692  -0.331
H 0.8433 -3.4006 4.3213  0.686
H 0.8140 -3.5330 2.5429  0.094
H -1.6006 -2.9535 4.3529  0.263
H -1.2710 -4.4756 3.5005  0.492
H -3.3206 -3.2027 0.9208  0.542
H -3.4380 -4.1018 2.4372  0.481
H -1.2924 -3.8162 -0.6264  0.374
H -0.0603 -5.7135 -1.6041  0.411
H -0.1324 -7.9339 -0.5179  0.403
H -1.4549 -8.2535 1.5473  0.395
H -2.6937 -6.3581 2.5237  0.432
H 1.4944 -1.4323 5.0853  0.594
H 1.3498 0.0595 4.1545  0.703
H 2.7670 0.4618 2.1904  0.312
H 5.0016 0.1097 1.1808  0.477
H 6.3858 -1.8105 1.8902  0.447
H 5.5460 -3.3649 3.6185  0.406
H 3.3369 -2.9939 4.6441  0.379
C -2.0542 -0.4353 -4.4460  -0.984
C -1.0785 0.0562 -5.2969  -1.127
C -0.0059 0.7548 -4.7696  -0.706
C 0.0600 0.9482 -3.3989  0.367
N -0.8918 0.4842 -2.5840  1.208
C -1.9182 -0.1960 -3.0911  -0.670
C 1.2313 1.5886 -2.7322  0.491
C 2.2569 2.2018 -3.4344  -0.991
C 3.3279 2.7316 -2.7369  -1.331
C 3.3574 2.6316 -1.3547  -1.196
C 2.2918 2.0191 -0.7242  -0.387
N 1.2535 1.5214 -1.3984  1.654
H -2.8974 -0.9991 -4.8182  0.512
H -1.1410 -0.1153 -6.3630  0.458
H 0.7789 1.1107 -5.4196  0.491
H -2.6569 -0.5541 -2.3838  0.314
H 2.2260 2.2707 -4.5113  0.487
H 4.1361 3.2140 -3.2703  0.500
H 4.1842 3.0184 -0.7765  0.583
H 2.2593 1.9151 0.3542  0.297
Br 6.5194 -2.6767 -2.1066  -0.179
C 4.7300 -2.0854 -2.2059  -0.149
C 4.2613 -1.5153 -3.3817  -0.512
N 3.0033 -1.1017 -3.5189  -0.540
C 2.2039 -1.2158 -2.4595  -0.370
C 2.5930 -1.7401 -1.2407  0.164
C 3.8878 -2.2210 -1.1204  -0.489
C 1.6463 -1.8297 -0.0759  -0.409
O 1.7806 -2.7988 0.6747  -0.732
O 0.8120 -0.8827 0.1191  0.117
H 4.9177 -1.4005 -4.2355  0.406
H 1.1767 -0.9013 -2.5794  0.767
H 4.2105 -2.6871 -0.1994  0.827
C -3.0202 2.9825 -2.1716  -1.261
Si -2.2191 3.2059 -0.4907  -1.042
C -1.0860 4.7463 -0.5164  2.661
C -1.9106 6.0420 -0.4701  -2.080
C -0.1016 4.7441 0.6610  -1.592
C -0.2936 4.7642 -1.8264  -2.220
C -3.6108 3.1971 0.8102  2.436
C -3.0876 3.3322 2.2432  -1.699
C -4.6227 4.3267 0.5447  -1.828
C -4.3685 1.8691 0.6715  -2.019
H -3.6879 3.8199 -2.3953  0.482
H -3.6145 2.0678 -2.2019  0.277
H -2.2752 2.9283 -2.9665  0.218
H -2.4104 6.1773 0.4857  0.346
H -2.6650 6.0809 -1.2601  0.389
H -1.2460 6.9012 -0.6108  0.515
H -0.6025 4.9069 1.6152  0.311
H 0.6333 5.5464 0.5339  0.471
H 0.4524 3.8025 0.7358  0.164
H -0.9454 4.8505 -2.6985  0.330
H 0.3185 3.8754 -1.9451  0.610
H 0.3787 5.6292 -1.8311  0.570
H -2.6136 4.3001 2.4143  0.308
H -2.3722 2.5483 2.4966  0.186
H -3.9234 3.2520 2.9468  0.532
H -4.2244 5.3094 0.7779  0.355
H -5.4997 4.1751 1.1827  0.522
H -4.9753 4.3380 -0.4897  0.324
H -3.7135 1.0006 0.7738  0.346
H -4.8900 1.7969 -0.2851  0.301
H -5.1233 1.8004 1.4618  0.561

**Highest occupied orbital energy**: -0.3852 Eh
**Energy**: -161710.8553 eV
**Frontier orbital gap**: 7.12 eV
**Total charge**: +1



A structure of composition C43H50Cl3Ge2N2O4S2SeSiTi. Source: OMol25; level of theory: ωB97M-V/def2-TZVPD.

Each line ends with the Mulliken charge.
Geometry (Å):
Ti 0.0082 0.0296 0.1155  -0.708
O 2.1091 0.6516 -0.9778  -0.864
S 3.4884 1.0433 -1.3832  0.251
C 4.0832 -0.2871 -2.5659  -1.245
C 3.0074 -1.3266 -2.8242  1.015
C 3.2304 -2.6119 -2.0283  -0.884
C 2.1469 -3.6345 -2.3139  -1.097
S 0.5489 -3.1771 -1.4558  0.017
O 0.8758 -1.9022 -0.7499  -0.061
C 0.6476 -4.4498 -0.1841  0.285
C -0.1047 -5.5984 -0.3537  -0.409
C -0.0895 -6.5690 0.6316  -0.736
C 0.6450 -6.3631 1.7882  -0.453
C 1.3838 -5.2031 1.9542  -1.079
C 1.4015 -4.2469 0.9538  0.116
C 3.2083 2.2870 -2.6758  0.334
C 4.0761 3.3579 -2.8038  -0.504
C 3.8084 4.3347 -3.7481  -0.631
C 2.6919 4.2348 -4.5633  -0.551
C 1.8366 3.1531 -4.4360  -0.682
C 2.0928 2.1809 -3.4849  -0.460
H 4.9531 -0.7247 -2.0817  0.686
H 4.4109 0.2157 -3.4737  0.436
H 2.9681 -1.5654 -3.8892  0.561
H 2.0392 -0.9049 -2.5329  -1.142
H 3.2438 -2.3763 -0.9610  0.112
H 4.2036 -3.0370 -2.2910  0.617
H 2.4301 -4.6255 -1.9704  0.489
H 1.9179 -3.6743 -3.3782  0.631
H -0.7103 -5.7089 -1.2395  0.456
H -0.6613 -7.4766 0.5051  0.403
H 0.6300 -7.1095 2.5679  0.402
H 1.9381 -5.0346 2.8646  0.414
H 1.9791 -3.3413 1.0633  0.303
H 4.9423 3.4264 -2.1660  0.458
H 4.4733 5.1767 -3.8482  0.413
H 2.4837 4.9952 -5.3017  0.408
H 0.9707 3.0593 -5.0739  0.456
H 1.4255 1.3429 -3.3558  0.521
C 2.5008 4.4159 1.4981  -1.564
C 2.2626 3.3031 0.4892  0.237
Ge 0.3163 2.6427 0.2902  2.620
C -0.3826 3.8598 -1.2304  -1.064
C 0.3062 5.2123 -1.3218  -1.261
C -0.6559 3.5418 1.7767  -0.835
C -1.5710 2.9439 2.5319  1.017
Ge -1.8358 0.8966 2.1337  2.307
C -3.8282 0.5350 1.6569  -0.081
C -4.9574 0.9385 2.5957  -1.442
C -1.4736 -0.5083 3.6402  -0.200
C -2.2147 -0.4729 4.9657  -1.541
C -2.3808 3.6052 3.5519  0.437
C -2.4174 4.9975 3.6803  -0.728
C -3.1944 5.6004 4.6498  -0.646
C -3.9699 4.8356 5.5067  -0.542
C -3.9470 3.4557 5.3921  -1.170
C -3.1566 2.8554 4.4309  0.103
H 3.5605 4.6705 1.5341  0.429
H 2.1980 4.0964 2.4899  0.297
H 1.9499 5.3141 1.2378  0.265
H 2.8795 2.4496 0.7680  0.306
H 2.5971 3.6327 -0.4945  0.027
H -1.4445 4.0316 -1.0418  0.698
H -0.2995 3.3344 -2.1831  0.489
H 0.2375 5.7387 -0.3728  0.241
H -0.1662 5.8314 -2.0828  0.396
H 1.3548 5.1068 -1.5884  0.167
H -0.4327 4.5922 1.9112  0.116
H -3.8753 -0.5469 1.5036  0.215
H -4.0156 1.0059 0.6920  0.064
H -4.8747 0.4457 3.5607  0.244
H -5.9086 0.6462 2.1462  0.405
H -4.9724 2.0135 2.7521  0.365
H -0.4043 -0.4914 3.8374  -0.097
H -1.6947 -1.4560 3.1462  0.277
H -1.9409 0.4023 5.5492  0.393
H -1.9433 -1.3612 5.5368  0.407
H -3.2930 -0.4919 4.8232  0.268
H -1.8342 5.6151 3.0158  0.394
H -3.1963 6.6780 4.7366  0.405
H -4.5810 5.3118 6.2587  0.388
H -4.5466 2.8457 6.0528  0.424
H -3.1246 1.7827 4.3400  0.438
O -1.6785 -3.3357 0.7953  -0.735
C -1.6650 -2.1525 0.4917  -0.833
O -0.8687 -1.2689 1.0035  0.147
C -2.6290 -1.5773 -0.4908  1.001
C -3.6620 -2.3614 -1.0356  -1.404
C -4.5480 -1.7827 -1.8983  -1.295
C -4.3859 -0.4191 -2.2346  0.785
C -5.2242 0.2674 -3.1333  -0.855
C -5.0222 1.5962 -3.3983  -0.789
C -3.9887 2.3019 -2.7644  -0.552
C -3.1485 1.6631 -1.8948  0.335
C -3.3210 0.2948 -1.6168  -0.674
N -2.4654 -0.2937 -0.7488  1.386
H -3.7263 -3.3929 -0.7328  0.670
H -5.3775 -2.3414 -2.3070  0.454
H -6.0153 -0.2762 -3.6274  0.461
H -5.6668 2.1161 -4.0920  0.415
H -3.8551 3.3509 -2.9847  0.519
H -2.3295 2.1670 -1.4001  -0.277
Cl 1.3672 1.3776 2.9710  -0.171
Si 1.8798 -0.3844 1.8353  0.881
Cl 2.0498 -1.7760 3.3815  -0.387
Cl 3.9402 -0.0804 1.4566  -0.338
Se -0.6944 -1.4667 -4.0149  -0.114
C -0.4410 -0.3665 -2.7192  0.079
N -0.2736 0.3906 -1.8359  -0.657

**Highest occupied orbital energy (spin up / spin down)**: -0.2881 / -0.2926 Eh
**Energy relative to the best compared isomer or geometry (same formula, charge and spin)**: 302.3 kJ/mol
**Energy**: -325184.1061 eV
**Frontier orbital gap (spin up / spin down)**: 7.22 / 6.24 eV
**⟨S²⟩**: 0.76
**2S+1**: 2



A structure of composition C43H50ClF6N8O3Sm. Source: OMol25; level of theory: ωB97M-V/def2-TZVPD.

Each line ends with the Mulliken charge.
Geometry (Å):
Sm -1.8891 -0.3137 0.7478  1.081
N -4.0341 0.5711 -0.7593  -0.292
C -4.1854 -0.0168 -2.0846  -0.686
C -2.8705 0.1361 -2.8586  -0.698
N -1.7359 -0.4744 -2.1556  0.473
C -1.3317 -1.7657 -2.7046  -0.343
C -2.3214 -2.8686 -2.3198  -1.158
N -2.5265 -2.8609 -0.8754  -0.222
H -4.8739 0.4091 -0.2057  0.232
H -3.9060 1.5804 -0.8292  0.178
H -4.9899 0.4487 -2.6765  0.452
H -4.4258 -1.0706 -1.9437  0.224
H -2.6856 1.2090 -2.9781  0.500
H -2.9900 -0.2956 -3.8634  0.345
H -0.9265 0.1292 -2.2563  -0.418
H -0.3443 -2.0040 -2.3017  0.236
H -1.2536 -1.7297 -3.8029  0.507
H -1.9428 -3.8271 -2.7030  0.430
H -3.2732 -2.6684 -2.8131  0.423
H -1.8493 -3.4535 -0.4091  0.178
H -3.4427 -3.2155 -0.6229  0.137
C 0.6253 -3.1823 0.3253  -1.506
N 0.0498 -2.0752 1.0861  0.723
C 0.3174 -2.1260 2.3628  0.314
C -0.1715 -1.2318 3.3231  -0.425
C 0.0105 -1.3103 4.7214  -1.039
C -0.7239 -0.2782 5.2651  -1.137
C -1.3173 0.3898 4.1866  -0.383
N -0.9966 -0.1600 3.0123  0.543
C 2.1275 -3.1289 0.1765  0.452
C 2.9297 -4.1934 0.5677  -0.597
C 4.2972 -4.1547 0.3547  -0.592
C 4.8713 -3.0565 -0.2601  -0.752
C 4.0781 -1.9882 -0.6472  -0.240
C 2.7151 -2.0210 -0.4227  0.035
H 0.2009 -3.1515 -0.6820  -0.088
H 0.3474 -4.1412 0.7869  0.444
H 0.9430 -2.9379 2.7517  0.299
H 0.5996 -2.0467 5.2392  0.513
H -0.8422 -0.0277 6.3009  0.458
H -1.9525 1.2554 4.2584  0.387
H 2.4867 -5.0622 1.0369  0.440
H 4.9118 -4.9909 0.6559  0.380
H 5.9357 -3.0327 -0.4356  0.437
H 4.5227 -1.1403 -1.1458  0.543
H 2.0844 -1.1877 -0.7059  0.185
C 6.3704 3.3254 -0.2157  -2.024
C 4.9171 2.8889 0.0442  2.635
C 4.6634 1.6357 -0.7917  -1.623
C 4.8308 2.5361 1.5386  -2.109
C 3.9242 4.0566 -0.2749  1.793
O 4.3450 5.1886 0.4924  -0.724
C 3.8982 4.5593 -1.7489  -1.662
C 2.9932 3.9510 -2.8362  -1.264
C 3.4994 2.7199 -3.5334  -0.126
C 2.7748 1.5330 -3.5276  0.379
C 3.2291 0.4102 -4.1973  -0.986
C 4.4235 0.4730 -4.8957  0.400
Cl 4.9980 -0.9231 -5.7420  -0.247
C 5.1563 1.6488 -4.9331  -0.908
C 4.6871 2.7604 -4.2589  0.049
C 2.5079 3.8702 0.3403  -2.617
N 1.6380 2.8175 -0.0931  1.688
C 1.3828 1.5893 0.3815  -0.727
N 0.3716 1.0421 -0.2747  1.977
C 0.0197 2.0224 -1.1470  -3.008
N 0.7578 3.0894 -1.0564  -1.020
H 7.0156 2.4539 -0.1331  0.482
H 6.7045 4.0555 0.5185  0.556
H 6.5046 3.7318 -1.2148  0.353
H 5.2448 0.8174 -0.3724  0.774
H 4.9873 1.7857 -1.8170  0.149
H 3.6185 1.3415 -0.7975  0.110
H 5.6879 1.9256 1.8147  0.516
H 3.9336 1.9714 1.7749  0.205
H 4.8479 3.4415 2.1425  0.436
H 5.1926 5.4967 0.1555  0.559
H 4.9233 4.5787 -2.1252  0.343
H 3.5762 5.6012 -1.6540  0.455
H 2.8952 4.7270 -3.6025  0.519
H 1.9978 3.7758 -2.4365  0.481
H 1.8362 1.4839 -2.9946  0.501
H 2.6628 -0.5086 -4.1830  0.476
H 6.0791 1.6937 -5.4904  0.445
H 5.2534 3.6795 -4.3058  0.427
H 1.9710 4.7992 0.1351  0.383
H 2.6417 3.7985 1.4185  0.610
H 1.9360 1.1066 1.1641  0.221
H -0.7933 1.9871 -1.8404  1.413
F -3.6163 1.4145 2.3600  -0.134
C -3.2527 2.7398 2.2957  0.665
F -4.2730 3.3423 1.6550  -0.315
F -3.2409 3.2061 3.5408  -0.268
C -1.9049 2.8269 1.4462  0.197
O -1.0310 3.5897 1.7826  -0.625
O -1.9938 2.0385 0.4795  -0.267
F -10.5868 -3.7562 4.0232  -0.259
C -9.6790 -4.6522 3.5809  0.798
F -9.4731 -5.4944 4.6164  -0.258
F -10.3063 -5.3748 2.6379  -0.290
C -8.4116 -4.0080 3.1075  0.325
C -7.9501 -4.1845 1.8086  -0.584
C -6.7799 -3.5723 1.4092  -0.495
C -6.0459 -2.7746 2.2937  0.494
C -6.5162 -2.6238 3.6029  -0.599
C -7.6841 -3.2325 4.0070  -0.820
C -4.8536 -2.1282 1.8758  0.240
C -3.8332 -1.5667 1.5102  -0.769
H -8.5061 -4.8042 1.1213  0.444
H -6.4237 -3.7138 0.3990  0.389
H -5.9484 -2.0245 4.2979  0.490
H -8.0413 -3.1196 5.0204  0.378

**Highest occupied orbital energy (spin up / spin down)**: -0.2803 / -0.2805 Eh
**Energy relative to the best compared isomer or geometry (same formula, charge and spin)**: 40.7 kJ/mol
**Energy**: -110200.1628 eV
**Frontier orbital gap (spin up / spin down)**: 7.57 / 7.74 eV
**⟨S²⟩**: 8.76
**2S+1**: 6



no.,strongest force on any atom (eV/Å)
1,3.7
2,0.6
3,2.9
4,2.0